[1]
This record from the OMol25 dataset describes a structure of composition C29H26BCl7N11O3Ta. The level of theory is ωB97M-V/def2-TZVPD.

XYZ file:
```
78
Properties=species:S:1:pos:R:3:lowdin_charge:R:1
C -2.5972 3.1064 0.8666 0.016
H -5.0773 1.3501 -4.6859 0.115
C -0.9791 -1.9802 2.3812 -0.050
Cl 2.6913 -1.7731 -4.1146 0.797
H -1.0726 -1.9629 3.4522 0.116
N 1.5539 0.8882 0.3711 -0.069
C 2.8684 1.1770 0.2978 -0.306
H -2.7599 3.4336 -2.0156 0.080
Cl 5.8099 -5.0729 -1.2709 0.725
N -1.1701 1.5145 1.4113 0.037
C 3.3603 1.3510 1.5882 0.004
C -1.7797 3.5046 -1.5436 -0.022
H 0.0655 -3.2656 -1.5270 0.076
Cl 2.3270 -1.9273 1.2982 0.882
H 0.2831 -1.5602 6.7162 0.077
C -1.1715 -2.9879 1.4567 -0.015
H -1.4932 -3.9969 1.6466 0.118
N 0.7683 0.8391 -4.2228 0.014
C 0.5719 -0.5240 6.8795 -0.028
H 0.0729 -0.1564 7.7750 0.080
H 3.3617 2.2174 -1.5088 0.084
H 1.1934 0.6365 -5.1149 0.148
C -0.2518 1.9646 4.3157 -0.087
Cl 4.8907 -3.9027 -3.9999 0.725
N -0.5748 -0.8831 1.7303 0.014
H 0.1467 2.4273 6.4221 0.109
C -0.8567 -2.4241 0.2248 -0.394
C 1.3943 1.7974 -3.4464 -0.647
B -0.2258 0.5521 2.1732 -0.692
C -3.4736 0.9191 -3.3637 -0.568
C 4.5689 -3.8960 -1.3273 -0.707
C -3.0079 0.3062 -2.1384 -0.399
N -0.9336 1.8262 0.1068 -0.022
C -5.3721 -0.2824 -1.7195 -0.093
H -3.3671 3.8561 0.9194 0.119
H -1.0316 3.1000 -2.2157 0.039
H -0.8535 -0.2529 -3.9310 0.049
C 2.4846 -1.9776 -1.4189 -0.389
H -6.1127 -0.7235 -1.0676 0.115
H 4.6984 1.3526 -0.7434 0.097
H -1.4697 -2.4274 -1.8270 0.063
C 3.1302 -2.4311 -2.5805 -0.569
C 3.6360 1.3090 -0.9736 0.004
Cl -3.6538 -0.9171 0.2061 0.836
C 0.0556 1.7123 5.6225 -0.008
N 0.0191 -0.2436 4.5093 0.121
Cl -2.3290 1.6244 -4.4406 0.802
N 1.2084 0.8845 1.6815 0.008
C -4.7910 0.9016 -3.7453 -0.094
H 4.3718 1.5915 1.8643 0.119
H 3.4683 0.4673 -1.6457 0.068
N -1.7509 0.3152 -1.7696 -0.090
N -0.2969 0.7731 3.6570 -0.013
H -2.5233 2.1476 2.8849 0.135
C 2.2832 1.1542 2.4270 -0.041
H 0.5885 -1.0756 -3.6909 0.020
H -0.4250 2.8995 3.8083 0.125
H 2.2100 1.1825 3.5021 0.133
C -4.0525 -0.2815 -1.3334 -0.561
N 0.0908 -0.1967 -3.5626 -0.067
C 3.9752 -3.4348 -0.1577 -0.689
O 1.4835 -1.0861 -1.5402 -0.325
C -0.9268 -3.0626 -1.1216 -0.013
C 0.2156 0.3073 5.6920 -0.342
C -1.7823 2.8154 -0.2248 -0.307
C -5.7429 0.2999 -2.9252 -0.030
H 1.6468 -0.4961 7.0639 0.081
C -2.1808 2.2572 1.8699 -0.043
O 2.1967 2.5721 -3.8729 0.136
O 0.9578 1.7661 -2.1761 -0.218
Cl 4.5139 -4.0465 1.3502 0.725
N -0.4979 -1.1461 0.4037 -0.095
C 2.9540 -2.4808 -0.1963 -0.553
H -6.7811 0.2930 -3.2273 0.123
Ta 0.1250 0.3041 -1.1963 1.915
H -1.5655 4.5634 -1.3941 0.100
H -1.4593 -4.0086 -1.0506 0.094
C 4.1490 -3.3766 -2.5476 -0.699
```

total charge: +1
HOMO level (spin up / spin down): -0.414 / -0.417 Eh
2S+1: 2
relative energy (zero: lowest compared OMol25 entry of this formula, charge and spin): 0.00 kcal per mole

[2]
This record from the OMol25 dataset describes a structure of composition C29H26Cl3N7STc. The level of theory is ωB97M-V/def2-TZVPD.

XYZ file:
```
67
Properties=species:S:1:pos:R:3:lowdin_charge:R:1
C 1.0118 2.5455 2.1065 0.029
N -0.5991 -0.6167 1.6209 -0.106
C -0.5500 -2.8628 -4.6883 -1.651
C 2.1998 -0.9263 -0.8153 0.062
N -0.8920 1.2467 -1.6219 -0.010
H -3.5369 0.3537 -0.5847 0.118
S -1.7356 -2.7633 0.0385 0.637
C -1.8626 -2.4825 1.7721 -0.761
C -2.6535 4.3176 0.5184 -0.036
C -0.1590 1.5042 -2.6871 -0.120
C -1.8813 4.6447 -0.5574 -0.007
H 0.5990 2.7146 3.0910 0.132
C 0.2414 0.2078 3.7643 -0.009
C 4.8606 -3.4802 -1.0154 -0.055
H 0.3506 -0.8205 4.1027 0.090
N 1.3797 1.0914 0.3025 0.016
C 3.2358 -1.7187 -1.3258 -0.239
C 2.0368 2.0657 -0.3642 -0.008
H 3.3737 -2.9535 0.4405 0.120
H 2.4324 1.7742 -1.3243 0.144
H -1.7043 5.6803 -0.8220 0.128
H 1.0921 0.7925 4.1112 0.088
H -4.7778 -2.5820 3.9235 0.079
C 1.6660 3.5611 1.4334 0.012
Cl -1.7303 -2.1348 -5.7506 0.685
Cl -0.9092 -4.5411 -4.3640 0.690
H 6.2239 -3.7894 -2.6445 0.117
N -0.6705 -1.5596 -2.4065 0.008
Cl 1.0789 -2.6701 -5.3159 0.664
C -1.5423 2.2822 -1.0043 -0.172
H 5.2942 -4.2614 -0.4047 0.117
C 0.0278 2.8077 -3.1840 -0.020
H -0.6734 0.5859 4.2291 0.105
C -2.9729 2.9620 0.7953 0.008
H 0.3516 0.6679 -3.1487 0.105
H 1.7790 4.5346 1.8953 0.134
H 0.6227 2.9578 -4.0762 0.123
H -3.5421 -1.3126 4.0342 0.057
N -1.2899 -1.4852 2.4322 0.018
C -0.5093 3.8588 -2.4943 0.027
H -3.0079 -4.3252 4.2471 0.123
C 5.3841 -3.2137 -2.2778 -0.049
C 3.7619 -1.4735 -2.6125 -0.046
H -3.2394 0.3346 1.0181 0.100
N -2.5518 -3.3709 2.4763 0.000
H 2.7137 4.0767 -0.3880 0.133
C 2.1884 3.3159 0.1725 0.002
H -3.6700 2.7266 1.5936 0.128
C 0.1327 0.2215 2.2705 -0.242
H -3.9083 -2.3223 5.4385 0.083
C 1.2617 -0.2054 -0.3589 -0.241
C -2.7400 -3.3181 3.9357 -0.213
N -2.8356 0.5751 0.1194 0.052
H 3.3226 -0.6985 -3.2304 0.106
H -2.9724 -4.1281 1.9630 0.128
C 0.8508 1.2975 1.5299 -0.115
H 5.2393 -2.0186 -4.0580 0.115
C 4.8294 -2.2162 -3.0752 -0.064
H -0.3397 4.8799 -2.8186 0.136
C 3.7924 -2.7492 -0.5367 -0.019
C -1.3094 3.6184 -1.3526 -0.145
C -3.8089 -2.3219 4.3524 -0.080
Tc -0.8025 -0.7436 -0.5600 1.086
H -1.7808 -3.0721 4.3859 0.111
C -2.4678 1.9608 0.0212 -0.243
C -0.6213 -2.1224 -3.3995 -0.287
H -3.0871 5.0966 1.1329 0.122
```

total charge: +2
HOMO level (spin up / spin down): -0.439 / -0.497 Eh
2S+1: 4

[3]
This record from the OMol25 dataset describes a structure of composition C29H26CoN8OS. The level of theory is ωB97M-V/def2-TZVPD.

XYZ file:
```
66
Properties=species:S:1:pos:R:3:lowdin_charge:R:1
C 1.6081 1.8532 0.2209 -0.682
H 6.0190 0.1851 4.2334 0.119
H 6.8132 2.4335 3.6018 0.120
C -4.2683 -1.4307 0.0228 0.099
C -3.4847 3.3212 1.8135 -0.047
H -7.8543 -4.9066 0.5911 0.123
H 3.5730 2.9879 -1.5586 0.137
H 1.9874 -0.5015 -4.6482 0.131
C 3.6348 2.6704 2.4947 -0.047
N -2.4989 1.7923 0.2826 0.032
H -1.7415 3.7029 0.6239 0.101
C 0.5323 0.2669 -3.2451 -0.078
C -6.0933 -3.7630 0.0737 0.012
C 4.0512 0.4923 3.4654 0.008
N 0.9514 -2.0130 -3.7205 0.132
C -4.4568 1.2892 1.5766 -0.020
N -0.4388 -0.0322 -2.3713 0.029
C -4.9135 -3.7648 -0.6829 -0.153
H 0.1265 1.5788 1.5503 0.120
C -3.3767 -0.3721 -0.0106 -0.149
C -3.4842 0.9124 0.6412 -0.133
C -4.6395 -4.9189 -1.4320 0.010
N -4.4455 2.4694 2.1354 0.135
Co -1.1600 1.0653 -0.9458 0.448
H -2.5811 -3.4755 -2.0876 0.116
H 3.6875 -0.4849 3.7445 0.129
C 1.7925 0.9896 2.6055 -0.372
H -0.2396 -3.3794 -2.7863 0.135
H -3.5008 4.2849 2.3007 0.132
H 0.7593 1.3112 -3.4087 0.100
C 3.4458 1.9086 -1.4202 -0.198
H -6.3857 -2.9332 0.6946 0.104
H 5.0927 1.2373 -2.5814 0.118
H 4.7012 0.1695 -1.2343 0.117
H 2.7639 1.5397 -2.1900 0.081
H -5.3636 -6.8809 -1.9748 0.123
N 1.1404 1.5588 1.4521 0.111
C 4.9371 3.0380 2.7721 -0.061
H 5.6711 1.8533 0.3592 0.051
H -3.7556 -5.0314 -2.0376 0.102
C -2.8253 -2.6323 -1.4652 0.095
N -6.6317 -5.9142 -0.6965 0.087
H 6.8351 1.4084 -0.8832 0.086
S 0.5089 2.5806 -0.8921 0.787
H 3.5049 1.3168 0.5902 0.131
N -2.2208 -0.4462 -0.7143 0.053
C -5.5363 -5.9763 -1.4073 -0.105
H 2.9559 3.3883 2.0562 0.124
H 5.2754 4.0321 2.5239 0.120
C 5.3541 0.8704 3.7329 -0.038
C -0.7955 -1.3499 -2.2754 -0.134
C -4.0012 -2.6100 -0.6963 -0.077
H -5.1646 -1.3255 0.6104 0.115
C -0.0394 -2.3302 -2.9296 -0.025
C -6.9300 -4.8696 0.0316 -0.103
H 5.9810 2.9376 -1.0043 0.088
C 4.7983 1.2144 -1.5334 -0.225
O 1.1211 0.2839 3.3029 0.158
C -1.9722 -1.5464 -1.4663 -0.154
C 3.1866 1.3837 2.8239 -0.179
C 5.7998 2.1367 3.3819 -0.042
N 2.8578 1.6494 -0.1200 0.058
H -5.2510 0.6167 1.8653 0.134
C -2.5093 2.9898 0.8841 -0.058
C 1.2112 -0.7281 -3.9313 -0.052
C 5.8811 1.8963 -0.7086 -0.079
```

total charge: +2
HOMO level (spin up / spin down): -0.518 / -0.518 Eh
2S+1: 2
relative energy (zero: lowest compared OMol25 entry of this formula, charge and spin): 14.83 kcal per mole

[4]
This record from the OMol25 dataset describes a structure of composition C29H26CuN5O. The level of theory is ωB97M-V/def2-TZVPD.

XYZ file:
```
62
Properties=species:S:1:pos:R:3:lowdin_charge:R:1
C -1.5115 -0.1493 -2.5290 -0.182
H 0.2749 -0.1161 13.7621 0.095
C 0.5131 -1.4144 8.8666 -0.156
H 1.0147 0.6728 -2.3008 0.083
C 0.4810 0.5329 4.2778 -0.073
Cu -0.6870 -0.3620 0.3509 0.341
C -0.3056 -3.6712 3.8894 0.006
H -0.4909 -2.5991 -3.1062 0.090
C 0.4199 -0.3378 5.4124 -0.128
H -0.3408 -4.3141 4.7589 0.118
H 0.7419 0.8056 7.1882 0.143
C 0.8926 -0.4834 11.0729 -0.014
C -3.9826 0.0343 -2.2247 -0.078
H 0.2887 -2.7923 -1.5167 0.079
C 0.2825 -2.6595 9.4554 -0.014
C -0.5097 -4.1556 2.6218 -0.037
N -0.3714 -0.8451 -1.9153 -0.318
H -4.0787 -0.0203 -3.3058 0.099
H -0.6469 -3.6200 0.5320 0.101
C 0.8166 -0.3421 9.6923 -0.027
C -4.9751 0.2630 -0.0612 -0.126
H 0.1750 -3.7806 11.2811 0.122
C 0.8930 -0.3961 -2.4746 -0.106
H 1.7149 -0.9223 -1.9870 0.084
C 0.6599 -1.7316 11.6401 -0.281
H 0.8946 2.4084 5.2692 0.111
H 0.0445 -3.5023 8.8208 0.114
C -0.4652 -3.2707 1.5405 -0.100
H 1.1310 0.3764 11.6804 0.102
C -3.7136 0.1507 0.5147 -0.148
C 1.0213 -0.9109 13.8357 -0.080
C 0.1772 -1.6803 5.3263 -0.168
H -5.8524 0.3898 0.5641 0.088
O 0.7061 -1.9876 12.9706 -0.076
N 0.1741 -2.2634 6.5722 0.191
N -0.2299 -1.9771 1.6739 0.078
H -0.7138 -5.2022 2.4433 0.107
H 1.0091 0.6421 9.2821 0.104
H 0.9655 -0.5801 -3.5591 0.089
C 0.4211 -1.2832 7.4061 -0.263
H 2.0109 -0.5034 13.6144 0.095
H 0.9608 3.6822 3.1368 0.107
N 0.3003 0.6488 1.8781 0.060
C 0.2687 -0.0626 3.0231 -0.122
C -2.5415 -0.0175 -0.2375 -0.148
C 0.5496 1.9465 1.9439 -0.101
H 1.0162 -1.3215 14.8407 0.093
H 0.5591 2.4768 1.0004 0.117
C -2.7289 -0.0615 -1.6273 -0.273
C 0.7691 2.6186 3.1481 -0.044
H -1.7802 -0.6447 -3.4767 0.119
H -6.0935 0.2735 -1.9015 0.089
H -3.6517 0.1925 1.5994 0.073
N 0.5748 -0.0847 6.7578 0.181
C -0.0466 -2.3065 4.0525 -0.074
C -5.1154 0.2006 -1.4413 -0.121
H -1.1701 0.8548 -2.7952 0.121
C 0.3543 -2.8186 10.8206 0.010
C -0.0084 -1.4965 2.9113 -0.130
H -1.4740 -2.5869 -1.6251 0.090
C -0.5160 -2.2847 -2.0509 -0.103
C 0.7317 1.9083 4.3220 -0.007
```

HOMO level: -0.229 Eh
relative energy (zero: lowest compared OMol25 entry of this formula, charge and spin): 0.48 kcal per mole